# C6H13N

The molecule C6H13N in a non-equilibrium geometry (ωB97M-V/def2-TZVPD, OMol25).

Summary:
HOMO-LUMO gap: 9.3 eV
SMILES: CC[C@@]1(N)C[C@@H]1C
energy relative to the best compared isomer or geometry (same formula, charge and spin): 255.52 kJ/mol
2S+1: 1
electronic energy: -7920.1849 eV

Each atom is followed by the atoms it is bonded to, with distances in Å.
CARTESIAN COORDINATES (ANGSTROEM)
1 C -2.32789 0.10096 -0.59557  C2 1.513, H8 1.096, H9 1.096, H10 1.095
2 C -1.57191 0.02822 0.71290  C1 1.513, C3 1.832, H11 1.093, H12 1.094
3 C 0.19535 0.44978 0.47983  C2 1.832, N4 1.396, C5 1.500, C6 1.428
4 N 0.47728 1.76538 0.10922  C3 1.396, H13 1.012, H14 1.014
5 C 0.95270 -0.46378 1.39796  C3 1.500, C6 1.513, H15 1.084, H16 1.085
6 C 0.58068 -0.83016 -0.02193  C3 1.428, C5 1.513, C7 1.764, H17 1.079
7 C 1.99438 -0.65408 -1.06164  C6 1.764, H18 1.092, H19 1.092, H20 1.092
8 H -3.41187 0.04134 -0.44156  C1 1.096
9 H -2.04800 -0.72108 -1.26388  C1 1.096
10 H -2.13233 1.04364 -1.11758  C1 1.095
11 H -1.75699 -0.91735 1.22945  C2 1.093
12 H -1.88157 0.81532 1.40612  C2 1.094
13 H 1.33729 2.15057 0.47889  N4 1.012
14 H 0.30166 1.98725 -0.86441  N4 1.014
15 H 1.99328 -0.25321 1.61596  C5 1.084
16 H 0.41461 -0.91926 2.22245  C5 1.085
17 H 0.04791 -1.67666 -0.42596  C6 1.079
18 H 1.63399 -0.38295 -2.05640  C7 1.092
19 H 2.73407 0.07442 -0.72246  C7 1.092
20 H 2.46736 -1.63835 -1.08138  C7 1.092